Below is a 8-piece molecular cluster, C41H75BBrClF3O24 overall at a distorted geometry, with properties calculated with the ωB97M-V functional and the def2-TZVPD basis.

CARTESIAN COORDINATES (ANGSTROEM)
C -1.606 4.864 2.263
C -1.578 4.265 1.060
B -0.518 3.116 0.608
C -0.306 3.197 -1.037
C -1.563 2.832 -1.733
O -2.631 2.626 -1.280
Br -1.419 2.618 -3.738
O 0.685 3.313 1.429
C 1.436 2.119 1.549
C 2.178 2.159 2.880
C 2.988 0.878 3.214
C 2.509 2.184 0.421
C 3.088 3.595 0.228
C 4.550 3.570 -0.184
Cl 4.778 3.195 -1.922
C 0.292 1.027 1.378
C -0.144 0.501 2.774
C 0.620 -0.236 0.559
F 1.269 -0.022 -0.610
F -0.521 -0.882 0.234
F 1.371 -1.134 1.246
O -0.851 1.651 0.887
H -1.861 5.919 2.346
H -1.342 4.323 3.168
H -2.296 4.638 0.325
H 0.411 2.430 -1.348
H 0.058 4.150 -1.431
H 1.498 2.381 3.701
H 2.890 2.985 2.868
H 2.859 0.113 2.455
H 4.056 1.110 3.226
H 2.748 0.486 4.200
H 3.358 1.525 0.644
H 2.132 1.871 -0.545
H 3.026 4.188 1.141
H 2.501 4.123 -0.523
H 5.123 2.872 0.424
H 4.980 4.561 -0.038
H -0.316 1.367 3.412
H 0.592 -0.132 3.265
H -1.100 -0.006 2.669
C -7.652 1.455 5.404
C -6.262 1.413 6.003
O -5.314 0.847 5.096
C -4.869 1.684 4.143
O -5.193 2.838 4.030
O -4.038 1.012 3.367
C -3.524 1.747 2.230
H -7.945 0.463 5.057
H -8.375 1.797 6.145
H -7.685 2.132 4.551
H -6.245 0.765 6.879
H -5.934 2.405 6.314
H -3.088 2.690 2.534
H -4.327 1.919 1.513
H -2.757 1.136 1.771
C 8.722 -1.742 -1.554
C 7.969 -0.759 -2.425
O 6.666 -1.248 -2.769
C 5.739 -1.105 -1.820
O 5.911 -0.597 -0.739
O 4.598 -1.607 -2.263
C 3.534 -1.563 -1.293
H 8.757 -2.722 -2.031
H 9.743 -1.395 -1.388
H 8.235 -1.858 -0.587
H 8.482 -0.620 -3.375
H 7.883 0.216 -1.946
H 3.434 -0.564 -0.890
H 3.737 -2.277 -0.496
H 2.625 -1.847 -1.809
C -5.807 -0.558 -0.132
C -6.203 -0.735 1.318
O -7.130 -1.829 1.486
C -6.590 -3.039 1.504
O -5.423 -3.313 1.417
O -7.582 -3.932 1.642
C -7.145 -5.289 1.628
H -6.692 -0.455 -0.763
H -5.188 0.332 -0.248
H -5.241 -1.420 -0.487
H -6.732 0.148 1.675
H -5.333 -0.881 1.957
H -6.351 -5.452 2.353
H -6.799 -5.567 0.633
H -8.011 -5.891 1.893
C 2.609 4.807 -8.437
C 2.108 3.418 -8.770
O 2.839 2.408 -8.065
C 2.465 2.232 -6.791
O 1.585 2.822 -6.227
O 3.239 1.293 -6.257
C 2.979 1.044 -4.866
H 3.684 4.874 -8.607
H 2.106 5.550 -9.057
H 2.420 5.046 -7.391
H 2.264 3.200 -9.826
H 1.043 3.320 -8.562
H 1.922 0.848 -4.698
H 3.297 1.895 -4.265
H 3.566 0.170 -4.599
C -0.084 -4.452 0.599
C 0.946 -5.017 1.550
O 1.509 -6.250 1.061
C 2.454 -6.111 0.139
O 2.890 -5.077 -0.294
O 2.855 -7.332 -0.233
C 3.844 -7.330 -1.263
H -0.852 -5.195 0.378
H -0.557 -3.574 1.039
H 0.375 -4.157 -0.344
H 0.486 -5.269 2.504
H 1.742 -4.300 1.745
H 4.685 -6.693 -0.996
H 3.411 -6.996 -2.204
H 4.182 -8.358 -1.362
C -10.602 0.641 -4.531
C -9.766 -0.591 -4.805
O -8.521 -0.258 -5.431
C -7.573 0.192 -4.601
O -7.685 0.309 -3.409
O -6.496 0.476 -5.321
C -5.401 1.020 -4.567
H -10.737 1.219 -5.446
H -11.582 0.356 -4.147
H -10.117 1.284 -3.797
H -10.274 -1.247 -5.509
H -9.583 -1.157 -3.892
H -5.157 0.386 -3.718
H -5.642 2.024 -4.225
H -4.550 1.064 -5.239
C 6.044 -1.567 7.467
C 6.248 -2.730 6.521
O 5.788 -2.424 5.200
C 6.624 -1.691 4.459
O 7.713 -1.306 4.802
O 6.048 -1.470 3.286
C 6.804 -0.648 2.386
H 5.003 -1.243 7.451
H 6.307 -1.856 8.485
H 6.662 -0.718 7.178
H 5.655 -3.587 6.838
H 7.292 -3.039 6.488
H 7.814 -1.035 2.266
H 6.842 0.375 2.760
H 6.285 -0.670 1.434

Atoms 1-6, force components in eV/Å:
0.0 -0.1 -0.7
-0.4 -0.4 0.4
-0.6 -0.4 0.5
0.3 -0.2 -0.1
-0.5 0.0 0.7
0.0 0.0 -0.2

## Properties
HOMO level = -0.205 Ha
Net charge = -1
Calculated total energy = -6771.91800 Eh

=====

Below is a 12-piece molecular cluster, C41H75BN5O27 overall at a distorted geometry, with properties calculated with the ωB97M-V functional and the def2-TZVPD basis.

CARTESIAN COORDINATES (ANGSTROEM)
O 0.202 1.680 3.556
C 0.149 1.593 2.393
O 0.233 0.486 1.680
B 0.041 0.750 0.327
O -0.138 2.193 0.169
C 0.043 2.757 1.373
O 0.047 3.915 1.665
O -1.249 0.144 -0.186
C -0.982 -0.492 -1.284
O -1.779 -0.974 -2.039
C 0.542 -0.576 -1.531
O 1.086 0.126 -0.517
O 1.092 -1.050 -2.471
C 1.490 6.770 3.196
O 2.680 6.983 3.328
N 0.762 5.983 4.009
C 1.362 5.364 5.160
C -0.726 5.928 3.825
H 0.942 7.144 2.308
H 2.450 5.427 5.035
H 0.995 4.331 5.339
H 1.083 5.998 5.964
H -1.313 6.423 4.575
H -0.829 6.518 2.889
H -0.988 4.886 3.541
C 7.520 -0.221 -4.363
O 8.388 0.644 -4.333
N 6.487 -0.322 -3.511
C 5.405 -1.204 -3.899
C 6.306 0.603 -2.365
H 7.582 -0.954 -5.168
H 4.463 -0.735 -4.143
H 5.182 -1.794 -3.006
H 5.653 -1.966 -4.653
H 6.892 1.535 -2.404
H 5.242 0.825 -2.355
H 6.446 0.040 -1.449
C -1.812 -6.070 -1.107
O -2.457 -5.881 -2.101
N -0.480 -5.683 -1.036
C 0.327 -6.009 0.080
C 0.148 -5.168 -2.177
H -2.157 -6.747 -0.254
H 1.269 -6.501 -0.176
H -0.282 -6.570 0.812
H 0.677 -5.111 0.563
H 1.115 -5.650 -2.211
H -0.380 -5.357 -3.124
H 0.250 -4.065 -2.073
C -7.797 -0.795 -2.872
O -8.600 -1.161 -2.038
N -7.147 0.380 -2.969
C -7.173 1.265 -1.823
C -6.038 0.606 -3.877
H -7.476 -1.467 -3.662
H -8.097 1.185 -1.315
H -7.046 2.272 -2.244
H -6.356 1.088 -1.197
H -5.088 0.541 -3.311
H -5.962 -0.206 -4.615
H -6.181 1.523 -4.432
C -0.105 -2.096 -6.850
O -0.452 -1.452 -7.812
N -0.910 -2.549 -5.940
C -2.242 -2.086 -5.869
C -0.379 -3.408 -4.906
H 0.953 -2.270 -6.580
H -2.929 -2.984 -5.817
H -2.467 -1.575 -6.812
H -2.421 -1.515 -4.977
H -0.519 -2.935 -3.926
H -0.950 -4.415 -4.848
H 0.659 -3.702 -5.014
C -0.831 1.569 -7.229
C -1.148 1.508 -5.692
O -2.612 1.516 -5.604
C -3.101 2.034 -6.782
O -4.242 2.242 -7.015
O -2.089 2.163 -7.684
H -0.740 0.640 -7.775
H -0.018 2.230 -7.522
H -0.869 2.453 -5.252
H -0.684 0.661 -5.196
C 3.386 -1.959 0.303
C 2.765 -2.968 -0.687
O 3.125 -4.259 -0.034
C 3.600 -3.935 1.243
O 4.135 -4.731 1.935
O 3.484 -2.685 1.554
H 2.784 -1.082 0.551
H 4.389 -1.709 -0.005
H 3.120 -2.865 -1.674
H 1.705 -2.911 -0.782
O 0.306 0.152 8.894
C 0.912 0.164 7.852
O 2.033 0.914 7.646
C 2.552 1.667 8.736
C 3.034 3.011 8.216
C 0.523 -0.518 6.553
H 3.319 1.039 9.205
H 1.695 1.804 9.448
H 2.393 3.658 7.673
H 3.825 2.820 7.483
H 3.408 3.507 9.106
H 1.441 -0.522 5.908
H -0.255 0.017 6.027
H 0.179 -1.546 6.825
O -0.377 -2.658 0.491
C -1.166 -3.071 1.337
O -2.488 -3.149 1.208
C -3.193 -2.772 0.017
C -4.699 -3.005 0.060
C -0.652 -3.891 2.580
H -2.746 -3.241 -0.866
H -2.989 -1.737 -0.145
H -5.095 -4.011 0.258
H -5.137 -2.698 -0.927
H -5.143 -2.374 0.873
H -1.015 -4.945 2.601
H -0.929 -3.402 3.520
H 0.432 -3.940 2.590
O 5.068 1.382 0.227
C 4.297 2.002 0.861
O 3.749 1.567 2.017
C 4.508 0.465 2.701
C 5.719 0.995 3.456
C 3.751 3.338 0.401
H 4.933 -0.272 1.998
H 3.758 0.002 3.355
H 6.733 1.063 2.930
H 5.940 0.262 4.258
H 5.499 1.885 3.994
H 2.864 3.746 0.908
H 3.562 3.140 -0.650
H 4.605 4.044 0.424
O -2.827 2.149 3.109
C -3.697 1.639 2.482
O -4.157 2.189 1.326
C -3.378 3.307 0.824
C -4.068 3.828 -0.444
C -4.530 0.476 2.945
H -2.346 2.973 0.573
H -3.357 4.057 1.633
H -3.395 4.335 -1.111
H -4.985 4.417 -0.297
H -4.388 3.012 -1.059
H -4.323 0.240 3.994
H -4.499 -0.303 2.230
H -5.619 0.683 2.945

Atoms 1-6, force components in eV/Å:
0.1 0.2 2.4
0.4 0.4 -1.8
0.2 -1.0 1.4
-1.1 -0.7 -1.7
0.9 1.1 0.5
-0.5 -0.5 0.1

## Properties
HOMO level = -0.269 Ha
ΔE to the lowest compared entry with this formula, charge and spin = 0.0 kcal/mol
Net charge = -1
Calculated total energy = -3937.72524 Eh